No. 1
A structure of composition C63H133BeF2N8O11S2, computed with wB97M-V/def2-TZVPD.

Last column: Mulliken charge in e.
CARTESIAN COORDINATES (ANGSTROEM)
S: 1.799 0.577 0.824  0.09
S: -0.435 0.093 1.370  0.22
F: -1.889 0.682 1.043  -0.54
F: 2.535 1.171 -0.477  -0.04
O: 2.362 1.327 1.926  -0.55
O: -2.176 -0.279 4.618  -0.26
O: 3.780 1.267 -3.918  0.83
O: -0.326 0.410 2.787  -0.21
O: 5.618 -5.494 -2.964  -0.49
O: -4.894 1.249 -2.110  0.68
O: -2.174 1.255 -2.435  3.31
O: 3.672 -3.037 6.783  -0.48
O: -0.830 4.917 -1.245  -0.03
O: -0.755 -1.290 0.907  -0.79
O: 2.057 -0.857 0.784  -0.36
N: 4.549 -5.096 -2.187  0.28
N: -1.277 1.114 -3.531  0.31
N: 2.704 -3.504 5.949  0.21
N: 4.892 1.919 -4.434  -0.40
N: -0.628 4.496 0.098  1.26
N: -2.948 0.475 5.465  0.64
N: 0.213 1.023 0.377  0.89
N: -6.012 0.489 -2.124  -0.32
C: 0.609 5.064 0.770  1.96
C: 4.049 -7.182 -1.080  -1.96
C: -7.549 -0.977 -0.889  -1.35
C: 5.904 2.154 -3.428  2.24
C: 6.195 2.409 -6.382  -1.47
C: -0.529 4.457 3.006  -1.30
C: 3.113 -3.071 -1.588  -0.92
C: -2.965 1.760 -5.191  -2.09
C: -0.739 -0.327 -3.746  1.89
C: -2.675 5.748 0.775  -1.60
C: 5.297 2.970 -2.330  -2.19
C: 0.494 6.582 0.946  -1.93
C: -5.080 1.453 5.888  -1.26
C: -6.219 -0.401 -4.581  -1.43
C: -6.786 0.463 -3.437  1.43
C: -8.241 -0.026 -3.071  -1.18
C: 1.903 -1.251 5.205  -1.20
C: -1.590 2.049 -4.647  2.14
C: 0.119 -0.807 -2.528  -2.28
C: -1.614 3.910 2.195  -0.30
C: 0.196 -0.464 -4.994  -1.37
C: 0.597 -4.755 5.592  -1.41
C: 5.899 -5.767 -0.047  -1.87
C: 2.483 -2.559 4.833  2.31
C: -6.912 1.934 -3.913  -1.83
C: 5.554 -2.789 -2.048  -1.66
C: -8.283 -1.331 -2.275  -0.75
C: 5.155 0.212 -6.280  -1.72
C: -1.245 0.640 7.212  -1.45
C: -1.517 3.501 -4.198  -2.17
C: -6.030 -0.620 -1.059  1.86
C: -4.284 0.706 4.839  2.10
C: -4.171 1.557 3.531  -2.47
C: -5.092 -1.758 -1.429  -1.29
C: 1.576 -3.354 3.785  -0.75
C: 6.470 0.772 -2.922  -1.63
C: -2.881 -1.365 7.256  -1.54
C: -5.122 0.841 7.259  -0.80
C: -3.685 0.755 7.844  -1.75
C: 4.306 -3.608 -2.366  2.13
C: -5.650 -0.079 0.344  -2.24
C: -2.702 0.139 6.862  1.70
C: 4.100 -3.346 -3.869  -1.67
C: -5.044 -0.601 4.516  -1.36
C: 0.287 -3.874 4.440  0.27
C: 1.592 -4.152 6.676  1.24
C: -1.902 4.443 0.777  1.43
C: 0.754 4.457 2.165  -0.53
C: 3.852 -2.320 4.130  -1.73
C: -1.951 -1.373 -3.882  -1.23
C: 3.299 -3.502 -0.076  0.50
C: 2.141 -5.352 7.590  -1.88
C: 7.036 2.905 -4.113  -1.41
C: -2.823 3.396 -0.039  -1.96
C: 3.741 2.310 -6.646  -1.87
C: -0.283 0.407 -6.201  -0.69
C: -0.555 1.837 -5.835  -1.70
C: 7.486 2.368 -5.489  -0.70
C: 3.419 -4.982 0.018  -2.04
C: 0.831 -3.131 7.563  -1.17
C: 5.006 1.693 -5.937  1.88
C: 1.913 4.834 0.017  -2.54
C: 4.557 -5.715 -0.884  1.67
Be: 0.153 2.412 -1.602  0.79
H: 3.705 3.376 -6.419  0.47
H: -6.220 -1.458 -4.315  0.34
H: 4.802 -7.864 -1.474  0.39
H: 3.096 -3.433 -4.284  0.29
H: 2.807 2.025 -6.161  0.09
H: 5.830 -6.578 0.678  0.48
H: -9.317 -1.647 -2.140  0.44
H: 1.923 -0.580 4.346  0.32
H: 5.925 3.458 -6.504  0.35
H: -3.779 0.975 2.696  -0.04
H: -3.463 2.892 0.686  0.51
H: 0.875 -1.252 5.568  -0.60
H: 6.967 0.209 -3.712  0.37
H: 4.470 -3.315 6.329  0.36
H: 2.260 -3.623 -1.981  0.53
H: -4.881 -0.895 3.479  0.12
H: 3.244 1.976 -3.556  -0.02
H: -3.708 1.765 -4.394  0.33
H: 1.357 -2.728 2.920  0.08
H: -3.929 -1.640 7.376  0.41
H: 1.099 -0.331 -2.536  -0.40
H: -5.756 1.262 8.040  0.42
H: -6.804 -0.361 -5.500  0.49
H: -7.576 2.094 -4.762  0.40
H: 0.272 -2.412 6.965  -0.13
H: -2.232 2.612 -0.512  -0.30
H: -0.381 -0.025 7.194  0.22
H: -5.609 -0.117 7.076  0.31
H: 2.344 -3.223 0.370  -0.22
H: 3.240 -7.436 -1.766  0.44
H: 1.808 5.011 -1.054  0.54
H: 1.258 -0.305 -4.808  0.28
H: -3.296 1.717 8.178  0.58
H: -4.737 -1.479 5.084  0.29
H: 0.363 2.312 -5.490  0.51
H: 3.038 -1.997 -1.759  0.15
H: 2.470 -5.517 -0.038  0.32
H: 4.697 3.814 -2.668  0.45
H: -1.690 2.823 2.172  -0.54
H: -8.749 -0.205 -4.018  0.47
H: 2.306 3.818 -0.015  0.20
H: 5.213 -5.457 -3.834  0.43
H: -4.636 2.438 6.031  0.38
H: -2.502 4.313 2.681  0.56
H: 3.727 2.161 -7.726  0.43
H: -2.192 -1.581 -4.925  0.32
H: 0.249 7.196 0.080  0.35
H: -1.157 5.812 -1.136  0.19
H: 4.547 -3.128 4.356  0.57
H: 4.065 -2.953 0.472  0.28
H: 3.724 -7.719 -0.189  0.43
H: 4.275 -2.283 -4.037  0.04
H: -8.770 0.719 -2.476  0.34
H: -5.257 -2.138 -2.437  0.20
H: -6.003 -0.728 1.146  0.47
H: -4.048 -1.457 -1.351  -0.01
H: 4.449 -1.437 4.360  0.27
H: -7.730 -1.870 -0.291  0.50
H: -0.667 5.503 3.281  0.50
H: -2.210 3.755 -3.397  0.20
H: 1.349 -5.967 8.019  0.35
H: 6.050 -3.081 -1.122  0.24
H: -1.234 -0.022 -6.517  0.45
H: -8.104 -0.251 -0.294  0.48
H: 1.457 -2.539 8.231  0.35
H: -7.151 2.542 -3.041  0.45
H: -1.294 0.083 4.732  0.25
H: 8.180 3.073 -5.948  0.41
H: -0.914 1.367 6.470  0.23
H: -2.732 6.274 -0.179  0.44
H: -2.414 -1.488 8.233  0.56
H: -0.203 -4.499 3.693  0.61
H: 6.694 -5.979 -0.762  0.46
H: 3.669 -2.227 3.060  0.15
H: 6.113 -4.869 0.533  0.33
H: -0.786 2.310 -6.789  0.25
H: -3.023 0.722 -5.520  0.35
H: -1.595 -2.253 -3.346  0.49
H: 5.353 -1.724 -1.942  0.07
H: -3.458 3.803 -0.826  0.53
H: 6.007 -0.267 -5.799  0.36
H: -3.691 0.301 8.835  0.47
H: 0.961 3.439 1.833  -0.38
H: 1.980 -4.281 3.377  0.26
H: 0.441 0.349 -7.014  0.52
H: -3.338 2.260 3.528  0.42
H: -2.288 6.469 1.495  0.39
H: -0.382 3.807 3.869  0.38
H: -6.009 0.949 0.399  0.47
H: -2.842 -1.054 -3.343  -0.10
H: -3.308 2.356 -6.037  0.50
H: -5.944 2.349 -4.195  0.16
H: -6.125 -0.490 4.612  0.40
H: 4.456 -0.414 -5.726  0.14
H: 2.433 -0.773 6.029  0.48
H: -0.461 -0.638 -1.621  0.43
H: -1.669 4.151 -5.060  0.56
H: -2.963 0.885 -2.838  -0.83
H: -2.376 -1.960 6.495  -0.08
H: 0.983 -5.740 5.329  0.38
H: -1.213 1.240 8.122  0.46
H: -5.286 -2.519 -0.672  0.52
H: 5.289 -0.068 -7.325  0.50
H: 2.697 -5.996 6.909  0.48
H: 2.797 5.421 0.269  0.46
H: 5.636 0.164 -2.569  -0.01
H: 3.753 -5.077 1.051  0.55
H: 4.594 2.485 -1.653  0.17
H: 7.103 1.028 -2.072  0.52
H: 1.465 6.972 1.252  0.50
H: 6.497 2.025 -7.357  0.43
H: 2.706 -4.948 8.430  0.38
H: -5.184 -0.129 -4.787  -0.04
H: -5.079 2.072 3.218  0.49
H: -0.497 -3.154 4.675  -0.63
H: 7.922 2.881 -3.479  0.45
H: 8.041 1.435 -5.590  0.39
H: 4.827 -3.746 -4.575  0.58
H: 1.691 4.651 2.687  0.50
H: 6.395 -2.836 -2.740  0.42
H: 0.433 -1.851 -2.531  0.62
H: 0.221 -1.517 -5.274  0.48
H: -0.574 3.869 -3.793  0.23
H: -0.185 6.960 1.710  0.34
H: 6.097 3.314 -1.674  0.49
H: -0.309 -4.951 6.166  0.45
H: -5.235 2.079 -1.769  0.13
H: -7.755 -2.141 -2.778  0.33
H: -4.591 0.081 0.547  0.20
H: 6.681 3.920 -4.294  0.41
H: -3.697 5.442 0.999  0.49
H: 0.105 -3.688 8.155  0.47
H: -6.078 1.542 5.458  0.55

Properties
Kohn-Sham gap	2.11	eV
charge	+1
spin multiplicity	1
maximum force	11.82	eV/A
E_tot	-129413.79336	eV

***

No. 2
A cluster of 7 separate species, C63H133N7O7 in total, computed with wB97M-V/def2-TZVPD.

Last column: Mulliken charge in e.
CARTESIAN COORDINATES (ANGSTROEM)
O: 3.014 8.861 17.569  -0.45
O: -7.745 12.508 26.203  -0.52
O: 0.299 8.365 26.824  -0.60
O: -2.592 6.083 28.661  -0.68
O: 1.963 2.931 18.538  -0.51
O: -2.533 12.423 30.009  0.04
O: 1.499 0.688 26.402  -0.61
N: -3.463 5.729 27.617  1.18
N: -1.435 13.210 30.332  -0.01
N: -7.453 13.014 27.487  0.37
N: 2.635 1.054 25.750  1.19
N: -0.260 8.350 25.564  1.37
N: 4.040 9.630 18.138  0.43
N: 1.335 2.929 19.783  0.54
C: -0.677 2.055 18.687  -2.01
C: -2.919 14.464 31.948  -1.14
C: -1.884 14.545 30.882  1.88
C: -2.431 15.358 29.675  -1.77
C: 3.437 2.746 20.989  -2.65
C: -8.618 13.723 28.114  1.72
C: -2.530 8.812 26.525  -1.17
C: -0.088 3.597 22.209  0.83
C: -8.899 15.010 27.297  -2.00
C: 5.271 1.778 24.876  -1.21
C: 3.534 -0.052 25.329  1.30
C: -1.072 9.283 22.934  -1.15
C: 0.324 11.537 30.196  -2.29
C: 4.296 -0.648 26.557  -1.78
C: 2.087 3.453 26.253  -2.76
C: -9.840 12.833 28.192  -1.72
C: -2.591 3.391 27.848  -1.84
C: -0.380 4.592 19.141  -1.62
C: 2.530 4.972 20.784  -1.73
C: -5.768 5.290 26.803  -1.14
C: 2.104 3.493 20.894  2.64
C: -2.040 9.334 24.064  -1.24
C: -1.433 9.299 25.515  1.71
C: 4.241 2.828 25.218  -0.42
C: -0.458 12.456 31.164  2.18
C: 3.198 2.317 26.260  1.86
C: 0.639 8.038 24.491  1.90
C: -5.207 11.804 27.422  -2.19
C: -1.613 4.995 26.180  -1.68
C: 2.765 -1.116 24.587  -1.88
C: -0.089 3.159 19.591  1.55
C: 3.622 8.321 20.198  -2.93
C: -5.337 3.910 26.252  -0.96
C: -7.097 10.741 28.593  -2.05
C: 1.857 8.995 24.317  -1.93
C: 0.627 13.334 31.803  -1.37
C: 3.870 9.767 19.613  2.32
C: -3.842 3.985 25.754  -1.34
C: -6.524 12.149 28.227  2.51
C: -7.322 13.277 30.389  -0.92
C: 0.066 14.603 32.517  -0.62
C: -8.230 14.259 29.548  -1.29
C: 4.556 10.706 17.337  1.46
C: -2.953 4.533 26.901  1.66
C: 5.910 11.147 18.002  -1.22
C: 5.165 10.158 20.210  -1.09
C: 1.115 6.594 24.741  -1.95
C: 3.515 11.840 17.290  -1.58
C: 4.929 10.261 15.919  -2.00
C: -0.707 15.323 31.462  -1.59
C: -6.142 12.869 29.469  -1.52
C: -4.919 5.774 27.990  1.71
C: 5.773 11.382 19.538  -0.85
C: 3.709 2.326 27.740  -1.92
C: 2.692 10.722 20.017  -1.81
C: -5.262 7.252 28.165  -2.30
C: -0.898 10.670 25.928  -1.93
C: -1.091 11.585 32.243  -1.78
C: -0.764 2.932 20.994  -1.71
C: -0.156 8.086 23.180  -1.13
C: 1.357 3.253 22.225  -0.25
C: 4.596 0.464 24.334  -0.68
C: -5.155 4.945 29.284  -1.80
H: 2.013 5.569 21.537  0.09
H: -6.922 13.775 31.271  0.42
H: -0.247 4.668 22.052  -1.01
H: 2.214 -0.716 23.734  0.30
H: -8.069 10.823 29.078  0.44
H: -5.963 3.678 25.388  0.47
H: 2.344 9.219 25.267  0.43
H: -10.325 12.947 29.163  0.31
H: 6.005 1.647 25.674  0.54
H: 4.130 9.829 15.314  0.37
H: -9.702 15.618 27.714  0.39
H: -0.814 5.127 26.911  0.37
H: 3.332 1.662 21.102  0.58
H: -0.549 1.023 19.012  0.38
H: 2.116 6.329 24.393  0.45
H: -0.504 10.573 26.939  0.42
H: -4.367 5.183 30.000  0.35
H: -5.487 3.065 26.926  0.40
H: -3.862 14.042 31.589  -0.08
H: -2.583 10.270 23.918  0.42
H: 5.056 10.468 21.252  0.38
H: 4.708 -1.609 26.246  0.47
H: 0.537 8.043 22.334  0.38
H: -0.614 3.367 23.136  0.43
H: -4.588 7.715 28.889  0.49
H: 4.742 3.676 25.688  0.62
H: 2.042 -1.572 25.265  0.42
H: -1.377 12.163 33.124  0.39
H: 6.756 11.594 19.960  0.45
H: -6.443 10.213 29.285  0.37
H: 3.703 -0.703 27.468  0.28
H: 2.258 10.431 20.978  0.32
H: -7.699 15.193 29.366  0.40
H: 2.461 4.416 26.601  0.53
H: 3.664 8.275 21.285  0.44
H: 3.802 3.348 28.106  0.45
H: -10.613 13.080 27.463  0.45
H: -0.114 7.613 27.263  0.37
H: -1.823 3.194 20.977  0.54
H: -1.005 16.283 31.888  0.46
H: -0.599 14.493 33.376  0.36
H: -7.813 12.350 30.689  0.38
H: 5.197 -0.063 26.744  0.34
H: -1.282 4.211 25.496  0.29
H: -2.538 7.025 28.471  0.34
H: -7.238 10.334 27.591  0.46
H: -5.422 12.354 30.107  0.28
H: -1.634 15.504 28.944  0.45
H: 2.324 5.404 19.804  0.20
H: -5.588 13.754 29.145  0.21
H: -9.097 14.840 26.238  0.43
H: 5.943 9.396 20.281  0.50
H: 1.301 13.634 31.000  0.47
H: -0.068 15.650 30.636  0.38
H: -9.107 14.452 30.165  0.47
H: 2.618 8.069 19.855  0.65
H: -0.256 10.654 29.919  0.36
H: -0.437 10.825 32.672  0.47
H: -2.574 16.390 30.005  0.45
H: 4.219 0.761 23.355  -0.07
H: -1.716 2.219 18.398  0.37
H: 1.654 4.009 22.958  -0.62
H: -2.381 12.029 29.145  0.13
H: 2.369 2.060 18.498  0.35
H: -0.762 1.857 21.189  0.42
H: -4.617 12.690 27.181  0.60
H: 5.411 -0.251 24.224  0.46
H: 4.337 7.630 19.752  0.49
H: -3.329 14.941 29.223  0.07
H: 1.238 3.192 26.888  0.65
H: 1.846 10.621 19.339  0.41
H: 0.223 4.921 18.293  0.33
H: -6.798 5.203 27.152  0.49
H: 6.760 10.490 17.815  0.41
H: 1.223 12.865 32.588  0.40
H: 5.180 12.293 19.638  0.26
H: 6.178 12.080 17.501  0.47
H: -0.051 10.927 25.289  0.36
H: -1.580 11.519 25.864  0.36
H: -0.531 10.218 22.775  0.38
H: 0.819 15.309 32.871  0.43
H: 3.716 12.596 18.051  0.30
H: -0.704 7.171 22.940  0.28
H: 3.364 7.970 17.651  0.35
H: -1.983 11.056 31.907  0.23
H: 0.427 12.059 29.243  0.50
H: -2.580 13.753 32.701  0.31
H: 1.294 6.509 25.814  0.74
H: 2.598 8.772 23.548  0.18
H: -6.105 5.174 29.767  0.44
H: -2.128 8.721 27.534  0.45
H: -5.782 5.918 25.912  0.30
H: -2.159 3.743 28.785  0.35
H: -3.401 2.690 28.044  0.36
H: 5.940 2.250 24.151  0.52
H: 3.603 5.037 20.954  0.46
H: 2.972 11.759 20.200  0.33
H: 4.051 2.878 20.097  0.53
H: 4.092 2.936 21.841  0.43
H: -4.497 11.088 27.846  0.17
H: 3.819 3.133 24.260  -0.33
H: -5.235 11.230 26.491  0.63
H: 1.317 11.253 30.541  0.39
H: -9.608 11.775 28.080  0.31
H: 1.562 9.991 23.976  0.36
H: -6.275 7.481 28.499  0.64
H: -5.026 3.876 29.119  0.32
H: 1.507 2.300 22.735  0.31
H: -1.614 9.203 21.990  0.50
H: -3.299 15.384 32.391  0.39
H: -1.423 4.634 18.824  0.45
H: 3.086 1.783 28.451  0.37
H: -1.720 5.886 25.561  0.01
H: -2.769 8.523 24.016  0.36
H: -0.187 2.113 17.712  0.47
H: -8.053 15.699 27.251  0.44
H: -1.733 2.885 27.400  0.38
H: 1.673 3.728 25.280  0.33
H: -7.298 13.095 25.587  0.34
H: -5.113 7.779 27.223  0.22
H: 2.470 11.564 17.417  0.27
H: 5.502 10.953 15.303  0.42
H: 3.554 12.304 16.303  0.45
H: -3.441 3.013 25.464  0.48
H: -0.182 5.346 19.904  0.19
H: -3.828 4.564 24.829  0.42
H: 3.360 -1.930 24.172  0.40
H: 4.694 1.858 27.759  0.35
H: 5.570 9.382 16.031  0.48
H: -2.855 7.851 26.128  0.27
H: 0.396 5.906 24.299  -0.19
H: -3.335 9.547 26.536  -0.33
H: 0.821 1.282 26.067  0.32

Properties
structure (SMILES)	CC1(C)CCCC(C)(C)N1O.CC1(C)CCCC(C)(C)N1O.CC1(C)CCCC(C)(C)N1O.CC1(C)CCCC(C)(C)N1O.CC1(C)CCCC(C)(C)N1O.CC1(C)CCCC(C)(C)N1O.CC1(C)CCCC(C)(C)N1O
Kohn-Sham gap	8.37	eV
spin multiplicity	1
maximum force	3.43	eV/A
ΔE to the lowest compared entry with this formula, charge and spin	424.5	kJ/mol
E_tot	-92239.99966	eV